Density functional theory data (wB97M-V/def2-TZVPD) for C44H85Cl22N3O4Si2 as an isolated structure in a non-equilibrium geometry.

For the max |F|, the calculation gives 3.01 eV Å⁻¹. For the frontier orbital gap, the calculation gives 8.25 eV. The calculation puts the electronic energy at -350918.1322 eV. The value obtained for the HOMO energy is -7.9 eV. The lowest unoccupied orbital energy is 0.348 eV.

Structure (XYZ):
```
160
Properties=species:S:1:pos:R:3:forces:R:3
C 6.8577 -1.6672 2.9852 -0.9 0.5 0.1
C 6.2687 -0.2490 2.5958 1.9 -0.6 -0.2
O 4.8320 -0.2758 2.5157 0.0 1.3 0.9
C 4.3344 0.9926 2.1244 0.1 -0.3 -0.6
O 4.4580 1.2850 0.9633 -0.3 0.3 0.9
C 3.6523 1.9241 3.1894 0.2 -0.3 -0.5
C 2.4397 2.7473 2.5960 -0.2 1.0 0.2
C 1.0985 2.6118 3.4178 -0.1 -0.2 -0.1
Si 0.0791 1.0334 2.9538 -0.2 1.5 0.6
C 1.3030 -0.1715 2.1377 0.2 -0.1 -0.9
C -1.3281 1.5650 1.7683 0.4 -0.8 0.2
C -0.8272 1.7427 0.2854 -1.2 0.8 -0.5
C -2.1241 1.6744 -0.6460 0.4 -0.7 0.5
N -2.3816 0.2618 -1.0385 0.4 0.6 0.2
O -0.6348 0.4887 4.4127 0.8 -1.6 -1.4
Si -0.7232 -1.2094 4.5410 0.0 0.3 0.3
C 0.9700 -1.9482 5.1176 0.4 -0.1 0.6
C 0.7492 -3.2770 5.9229 0.0 0.8 -0.1
N 0.1328 -3.2952 7.0443 0.6 -0.3 -0.7
C -1.4778 -2.1007 3.0398 -0.6 -0.6 -0.6
C -1.1168 -3.6471 2.9507 -0.3 0.3 0.2
C 0.3754 -3.9053 2.4613 -1.1 -0.6 0.1
N 0.4739 -4.4057 1.0711 0.3 1.1 0.5
C 1.6704 -3.9384 0.3575 0.2 -0.9 -1.3
C 1.4164 -3.3316 -1.0801 0.0 0.9 -2.2
C 2.5727 -3.2976 -2.0158 -1.4 0.8 -1.5
C 2.4789 -2.8015 -3.3949 -2.8 0.4 1.0
C 1.1396 -2.2967 -3.9030 0.5 -0.9 2.7
C 0.0009 -2.2804 -2.9966 2.2 -1.1 0.8
C 0.1504 -2.7916 -1.6019 1.3 0.1 -1.1
O -1.0114 -2.7252 -0.8097 1.1 0.6 -0.3
H 6.8752 -1.7844 4.0985 -0.2 -0.1 -1.0
H 6.1976 -2.4395 2.5095 0.6 0.5 0.5
H 7.8923 -1.8222 2.5932 -1.1 0.4 0.4
H 6.6484 0.5198 3.3343 -0.7 -0.7 -0.6
H 6.7083 0.0202 1.5978 -0.6 -0.1 0.7
H 4.4407 2.6767 3.4879 -0.6 -1.0 -0.2
H 3.3516 1.3389 4.0952 0.3 0.4 -0.8
H 2.2444 2.5265 1.5067 0.4 0.0 1.1
H 2.7274 3.8409 2.6140 -0.2 -1.2 -0.1
H 0.4470 3.4901 3.1617 0.5 -0.7 0.3
H 1.2470 2.6421 4.5379 0.1 0.0 -1.1
H 2.1441 -0.5025 2.8022 -0.9 0.1 -0.6
H 0.7864 -1.0351 1.6250 0.7 0.7 0.7
H 1.7953 0.4002 1.2919 -0.5 -0.5 0.9
H -2.0896 0.7236 1.8084 0.7 0.8 -0.2
H -1.8552 2.4808 2.1695 0.6 -0.9 -0.5
H -0.3982 2.7714 0.0993 -0.1 -1.1 0.5
H -0.0638 0.9745 -0.0251 -0.8 0.7 0.3
H -2.0355 2.3646 -1.5328 -0.1 -0.7 1.0
H -2.9876 1.9597 0.0194 0.9 0.1 -1.0
H -1.7873 0.0239 -1.8347 -0.5 -0.1 0.2
H -3.3695 0.1110 -1.2501 0.5 0.0 -0.2
H -1.6335 -1.4865 5.6789 0.0 0.1 0.0
H 1.7210 -2.0194 4.2927 -0.6 -0.2 0.7
H 1.3877 -1.1923 5.8534 -0.5 -0.7 -0.7
H 1.1398 -4.2496 5.5104 -0.5 1.0 0.3
H -0.1492 -2.3479 7.3264 0.0 -0.2 -0.2
H -1.2677 -1.6420 2.0382 -0.2 -0.2 0.9
H -2.6032 -2.0486 3.1711 1.1 0.2 -0.1
H -1.3130 -4.1029 3.9660 0.4 0.3 -1.0
H -1.8759 -4.1200 2.2646 1.0 0.3 0.5
H 0.8089 -4.6906 3.1405 0.0 1.0 -0.2
H 0.8968 -2.9197 2.5093 -0.1 -1.1 0.1
H 0.3810 -5.4187 1.0455 0.1 0.4 0.0
H 2.3129 -4.8567 0.1752 -0.3 1.1 0.1
H 2.3131 -3.2280 0.9397 -0.7 -0.5 -0.3
H 3.5894 -3.6623 -1.7114 -1.2 0.3 0.0
H 3.3536 -2.7782 -4.0993 -1.1 -0.2 1.1
H 0.9721 -1.9278 -4.9409 0.5 -0.4 1.0
H -1.0072 -1.9118 -3.3293 1.2 -0.5 0.5
H -0.9486 -1.8806 -0.3181 -0.4 -0.5 -0.3
Cl -3.7865 4.2132 -1.3515 -0.2 0.4 0.0
C -3.5002 5.8535 -0.7020 -0.2 0.1 0.0
C -2.0539 6.0832 -0.3326 -0.2 0.2 -0.1
Cl -1.5612 5.1213 1.0862 0.0 0.0 0.1
H -4.1604 5.9965 0.1537 0.1 -0.1 0.0
H -3.7953 6.5573 -1.4835 0.1 -0.4 0.4
H -1.9000 7.1323 -0.0715 -0.2 -0.5 -0.1
H -1.3852 5.8375 -1.1575 -0.1 -0.1 0.1
Cl -2.9922 8.2275 -2.8018 0.3 0.4 -0.3
C -2.7169 9.8654 -2.1558 0.0 0.2 0.0
C -1.2709 10.0954 -1.7831 -0.2 0.0 0.0
Cl -0.7804 9.1306 -0.3626 0.3 0.4 0.0
H -3.3792 10.0076 -1.3021 0.1 -0.1 0.0
H -3.0139 10.5661 -2.9371 0.1 0.0 0.0
H -1.1198 11.1410 -1.5214 -0.1 -0.1 0.0
H -0.6020 9.8504 -2.6050 -0.1 -0.1 0.1
Cl -5.3281 7.6669 -5.4415 0.0 0.0 0.0
C -7.0204 8.0767 -5.0666 -0.1 0.0 0.0
C -7.1764 9.5184 -4.6378 -0.1 0.0 -0.2
Cl -6.4370 9.8313 -3.0462 0.0 0.0 0.0
H -7.3720 7.3890 -4.2981 0.1 0.1 0.0
H -7.5974 7.8970 -5.9745 0.0 0.1 0.0
H -8.2351 9.7640 -4.5478 0.0 -0.1 0.0
H -6.7281 10.2011 -5.3588 0.1 -0.1 0.1
Cl 2.7804 -3.2259 -6.7585 -0.1 -0.1 -0.1
C 3.9709 -2.1263 -7.4846 0.0 0.1 -0.2
C 5.3571 -2.3841 -6.9488 0.2 0.0 -0.2
Cl 5.5004 -1.9136 -5.2296 0.1 0.0 -0.1
H 3.6517 -1.1019 -7.2946 0.0 -0.1 0.1
H 3.9458 -2.2948 -8.5619 0.1 0.0 0.1
H 6.0864 -1.7912 -7.5021 -0.1 0.0 0.0
H 5.6337 -3.4340 -7.0393 -0.1 0.1 0.1
Cl -2.7545 -7.4029 1.6959 0.0 -0.1 0.1
C -3.6355 -6.7725 0.2851 0.0 0.0 -0.2
C -4.2953 -5.4479 0.5801 0.0 0.1 -0.2
Cl -5.6533 -5.6093 1.7226 0.0 0.0 0.1
H -4.3602 -7.5233 -0.0282 0.0 0.1 0.1
H -2.9035 -6.6515 -0.5147 0.0 0.1 0.1
H -4.7069 -5.0264 -0.3377 0.0 -0.1 0.0
H -3.5857 -4.7326 0.9945 0.0 -0.1 0.0
Cl 6.4417 -3.7040 -0.6167 0.0 0.0 0.1
C 7.6543 -2.6453 -1.3818 0.1 0.1 -0.1
C 9.0621 -2.9778 -0.9384 0.0 0.0 -0.2
Cl 9.3421 -2.5629 0.7723 0.2 -0.1 -0.2
H 7.3942 -1.6125 -1.1515 0.0 -0.1 0.1
H 7.5629 -2.7879 -2.4594 0.0 0.0 0.1
H 9.7797 -2.4029 -1.5248 -0.1 0.0 0.0
H 9.2847 -4.0361 -1.0704 -0.1 0.1 0.1
Cl 3.8729 -9.7983 1.2230 0.0 0.0 0.0
C 2.9833 -9.1698 -0.1872 0.0 0.0 -0.2
C 2.3104 -7.8481 0.1055 0.1 0.1 -0.2
Cl 0.9582 -8.0213 1.2543 0.0 0.0 0.0
H 2.2631 -9.9262 -0.4968 0.0 0.1 0.1
H 3.7117 -9.0434 -0.9890 0.0 0.1 0.1
H 1.8929 -7.4346 -0.8139 0.0 -0.1 0.0
H 3.0126 -7.1232 0.5166 0.0 -0.1 0.1
Cl -1.8724 -2.5859 -6.7350 0.0 0.0 0.1
C -3.5574 -2.1398 -6.3639 -0.2 0.0 -0.1
C -3.6828 -0.6959 -5.9336 -0.1 0.0 -0.1
Cl -2.9405 -0.4049 -4.3415 -0.1 0.1 0.0
H -3.9258 -2.8200 -5.5967 0.1 0.1 0.0
H -4.1358 -2.3058 -7.2736 0.0 0.1 0.0
H -4.7359 -0.4261 -5.8453 0.0 -0.1 0.0
H -3.2180 -0.0212 -6.6519 0.1 -0.1 0.1
Cl 4.0050 11.9788 -3.1830 0.0 0.0 0.0
C 2.8968 12.5398 -1.9065 0.0 0.1 0.1
C 1.5968 11.7683 -1.9011 0.1 0.0 0.2
Cl 0.5992 12.1225 -3.3369 0.2 0.2 -0.2
H 2.7293 13.6067 -2.0493 0.0 -0.1 -0.1
H 3.4128 12.3994 -0.9561 -0.1 -0.1 0.0
H 1.0055 12.0478 -1.0279 0.1 0.0 0.0
H 1.7690 10.6927 -1.8656 0.0 0.1 -0.1
Cl -1.5695 -8.4280 8.4256 0.0 0.0 0.0
C -1.4269 -6.6587 8.5976 0.1 0.2 0.1
C -2.5452 -5.9251 7.8941 0.0 0.1 0.2
Cl -2.4263 -6.0588 6.1230 0.0 0.0 -0.1
H -0.4512 -6.3592 8.2172 -0.1 0.0 -0.1
H -1.4580 -6.4422 9.6660 -0.1 0.0 -0.1
H -2.4961 -4.8625 8.1346 0.1 -0.1 0.0
H -3.5232 -6.2987 8.1965 0.1 -0.1 -0.1
Cl -5.5509 -1.8569 0.5174 0.1 0.0 0.0
C -6.8078 -0.6002 0.5425 -0.2 0.0 0.1
C -7.3056 -0.2899 -0.8485 -0.2 0.0 0.1
Cl -6.0576 0.5272 -1.8209 0.0 0.0 -0.1
H -6.3977 0.2840 1.0296 0.1 -0.1 -0.1
H -7.6257 -0.9782 1.1573 0.0 0.0 -0.1
H -8.1624 0.3831 -0.7971 0.1 0.0 0.0
H -7.6136 -1.1922 -1.3757 0.1 0.0 0.0
```
Positions in Å, forces in eV/Å.

Mulliken population analysis, charges in e, atoms 1 to 8:
1. C -0.61
2. C -0.37
3. O -0.16
4. C 0.35
5. O -0.56
6. C -0.55
7. C -0.61
8. C -0.70